Entry 1:
A 9-piece molecular cluster, C32H77N7O12 overall in a non-equilibrium geometry. Source: OMol25; level of theory: ωB97M-V/def2-TZVPD.

The total energy is -2551.31294 hartree. The calculation puts the HOMO energy at -0.290 Eh. Its total charge is 0. The value obtained for the HOMO-LUMO gap is 6.281 eV. For the LUMO energy, the calculation gives -1.62 eV.

Geometry as XYZ:
```
128
Properties=species:S:1:pos:R:3:forces:R:3
N 9.446970 -12.597340 26.193620 1.8 -0.7 0.1
H 9.015890 -12.635940 25.281050 -1.8 -0.7 -2.1
H 9.473250 -13.520910 26.601580 0.0 -0.2 0.1
H 8.991610 -11.903000 26.768630 -0.7 1.2 1.0
H 10.376360 -12.278750 25.959440 0.5 0.0 0.4
C 6.475750 -14.435250 24.275700 -1.1 0.6 -0.4
C 7.338180 -13.620740 23.325090 1.0 -1.8 -1.6
O 7.325310 -13.762010 22.098610 -2.1 -0.4 -0.8
O 8.260590 -12.977390 23.829780 2.1 2.5 3.0
H 5.662890 -13.787990 24.604940 -0.2 0.2 0.2
H 7.012100 -14.733370 25.176560 0.1 -0.3 -0.2
H 5.969760 -15.235590 23.735760 0.3 -0.3 0.2
C 8.307530 -15.990880 18.080310 -0.9 -1.0 0.5
C 8.731880 -15.459550 19.442570 0.7 0.1 -0.7
C 9.099200 -16.419440 20.618040 -0.1 0.0 -0.6
O 9.700160 -15.664510 21.656170 -0.5 -0.3 0.4
C 9.717490 -16.323690 22.911310 -0.2 -0.2 -0.3
N 9.916240 -14.642330 19.108820 -0.2 0.5 1.7
H 7.273780 -16.327870 18.157180 0.0 -0.9 -0.3
H 9.020520 -16.727710 17.710420 -0.3 -0.3 -0.2
H 8.237110 -15.182440 17.352600 0.3 0.2 0.2
H 7.810330 -14.994570 19.792770 0.7 1.3 0.4
H 9.719360 -17.278030 20.360490 0.9 0.1 -0.6
H 8.203110 -16.970300 20.903850 -0.6 0.5 0.6
H 10.378600 -17.189790 22.881380 0.2 -0.2 0.1
H 8.740760 -16.682430 23.235970 -0.4 -0.1 -0.4
H 10.017710 -15.666230 23.727220 0.4 0.4 -0.5
H 10.654180 -15.296710 18.891260 0.2 0.3 -0.3
H 9.765990 -13.972500 18.367970 0.0 -0.3 -0.1
C 1.261920 -15.080540 29.176400 0.7 2.0 1.3
C 2.389430 -15.629840 28.321950 0.2 -0.7 1.8
C 3.685730 -16.137860 29.164970 -0.4 0.2 -0.9
O 4.959370 -15.796690 28.597980 -0.2 -0.4 -0.7
C 5.262140 -16.493430 27.375490 -0.4 -0.1 0.1
N 1.689050 -16.657910 27.621870 0.6 -2.1 -2.3
H 1.642890 -14.304230 29.839960 -0.2 0.5 0.2
H 0.766350 -15.783950 29.845520 0.4 -0.6 -0.1
H 0.456290 -14.668270 28.568870 0.2 0.1 -0.2
H 2.826160 -14.931700 27.607830 -0.4 0.3 0.0
H 3.658410 -17.223450 29.258980 -0.3 -0.2 0.0
H 3.771080 -15.710140 30.163910 -0.5 0.2 0.0
H 4.818710 -15.986460 26.518490 0.1 0.2 -0.1
H 4.865270 -17.507870 27.336740 -0.2 -0.1 0.4
H 6.333590 -16.626430 27.225770 0.0 0.5 0.3
H 1.080020 -16.278980 26.910820 0.3 0.3 -0.2
H 1.064730 -17.229050 28.173360 0.3 0.1 0.5
C 7.533680 -9.621850 25.309290 -0.9 0.1 0.2
C 7.056610 -10.033620 26.719860 -0.6 -0.1 -1.7
C 5.907590 -11.148370 26.706470 0.4 1.3 2.5
O 5.603560 -11.391070 28.141250 2.7 0.9 -1.4
C 4.653460 -12.341320 28.364490 -1.4 -1.2 0.5
N 8.270930 -10.406100 27.420740 0.0 -1.3 1.5
H 6.711920 -9.514490 24.601280 -0.1 0.2 0.1
H 8.190550 -10.358110 24.846090 0.1 -0.1 0.2
H 8.052840 -8.670050 25.421770 0.1 0.0 -0.3
H 6.740990 -9.158690 27.288170 -1.1 0.1 -0.5
H 6.149520 -12.080000 26.194960 0.3 0.0 0.0
H 4.965120 -10.764500 26.315980 0.3 0.3 -0.6
H 3.688940 -11.834980 28.402070 -0.5 -0.4 -0.3
H 4.765090 -12.886640 29.301650 0.4 0.6 0.5
H 4.680910 -13.202420 27.696750 -0.2 0.2 -0.7
H 8.880860 -9.609300 27.535540 0.2 0.4 -0.6
H 7.931410 -10.499330 28.367390 0.2 -0.7 0.6
C 0.317650 -16.197280 22.744300 0.5 -0.3 -0.4
C 0.239530 -15.500540 24.110140 2.8 -0.2 -0.8
C 1.409630 -14.447340 24.153750 -1.4 -1.1 0.2
O 1.498800 -13.966900 25.484400 -0.1 0.8 -1.2
C 2.324820 -12.816290 25.556290 0.7 -0.5 2.1
N -1.027100 -14.959010 24.308960 -2.1 0.4 -0.6
H 1.330550 -16.569840 22.591550 0.0 -0.1 0.2
H 0.165220 -15.570380 21.865730 -0.2 0.6 0.2
H -0.354350 -17.038430 22.574090 -0.2 0.0 0.6
H 0.460240 -16.279540 24.839890 0.2 0.0 0.3
H 1.158310 -13.621810 23.487840 0.0 0.1 -0.2
H 2.320250 -14.929600 23.798380 0.4 0.1 0.2
H 3.362620 -13.129930 25.443560 0.3 0.1 -0.1
H 2.185350 -12.510010 26.593030 0.3 0.2 0.1
H 2.205290 -11.900990 24.976600 -0.9 -0.4 -0.8
H -1.140730 -14.146520 24.898070 0.4 0.0 0.1
H -1.335300 -14.761410 23.367640 -0.8 0.5 0.2
C 2.618140 -18.697930 20.736010 -0.7 0.9 2.2
C 3.674400 -18.274250 19.768240 -3.2 1.6 -0.3
C 4.435090 -16.982770 20.203270 -2.1 -0.3 0.2
O 3.452010 -15.881640 20.173340 1.1 -0.3 0.2
C 3.979550 -14.586090 20.617170 -0.6 -1.0 -1.6
N 4.473670 -19.350370 19.376230 2.9 -1.2 -0.5
H 3.079860 -19.100690 21.637510 0.1 -0.9 -0.1
H 1.749370 -19.262060 20.396740 0.6 -0.6 -0.4
H 2.103130 -17.868920 21.221400 0.2 0.7 -0.5
H 3.125310 -18.116400 18.839970 -0.5 1.6 0.0
H 5.296030 -16.910250 19.538720 0.1 0.7 0.0
H 4.731930 -17.107310 21.244660 0.4 0.0 0.0
H 3.238560 -13.803400 20.454580 -0.8 -0.5 0.4
H 4.660190 -14.286810 19.820140 1.2 0.0 0.8
H 4.277740 -14.601680 21.665470 0.6 0.0 -0.3
H 3.957470 -20.198230 19.189780 -0.3 0.0 0.2
H 4.744050 -19.002560 18.467370 1.0 -0.9 -0.4
C 4.440460 -18.686390 24.161660 0.3 -0.5 -0.6
C 5.875690 -19.226060 23.895880 -0.2 1.0 2.1
C 6.336200 -19.300750 22.464420 -2.4 -0.7 0.7
O 7.513320 -20.047670 22.443530 1.1 1.7 -1.3
C 8.132900 -19.940780 21.139600 -0.6 -1.1 0.1
N 6.785970 -18.396030 24.768260 -0.5 -0.6 -0.7
H 3.668730 -19.389740 23.848870 0.1 -0.2 0.1
H 4.211990 -17.778570 23.603300 0.3 0.3 -0.1
H 4.298750 -18.460280 25.218500 0.1 -0.1 -0.1
H 5.984320 -20.213540 24.344400 -0.3 -0.2 -0.2
H 6.222690 -18.306720 22.031870 1.4 0.4 -0.2
H 5.579060 -19.836300 21.891680 -0.3 -0.3 -0.2
H 9.190210 -19.695430 21.239600 -0.1 -0.2 0.0
H 7.647240 -19.287750 20.414490 -0.1 0.7 0.6
H 7.926160 -20.895520 20.656030 0.8 -0.4 0.0
H 7.715800 -18.743310 24.581410 0.4 0.1 0.1
H 6.758910 -17.446380 24.425430 0.1 0.4 -0.1
C 5.090540 -11.104820 21.430590 0.9 0.6 -0.8
C 4.682280 -10.871030 20.147260 -1.3 0.5 0.8
C 3.347110 -10.154260 19.905410 0.9 -0.1 -2.2
O 2.932480 -10.106060 18.743200 0.1 0.2 2.3
C 2.756640 -9.515480 21.087930 0.1 0.1 -1.0
C 3.240570 -9.763990 22.295490 -1.7 1.3 3.1
C 4.433630 -10.510200 22.676520 0.7 -3.2 -2.4
O 4.667050 -10.820950 23.834730 0.2 0.8 -0.8
O 2.533140 -9.330640 23.400030 -0.3 0.5 -1.4
O 5.350230 -11.194370 18.985840 -0.7 0.5 1.9
H 6.023390 -11.648970 21.440310 0.3 -0.3 1.0
H 1.973050 -8.784050 20.956040 -0.4 -0.4 0.0
H 2.954280 -9.547160 24.235110 0.7 -0.3 -0.1
H 6.259900 -11.020230 19.238380 0.7 -0.5 -0.4
```
Forces are in eV/Å.

---

Entry 2:
A 2-piece molecular cluster, C3H6ClN4 overall in a non-equilibrium geometry. Source: OMol25; level of theory: ωB97M-V/def2-TZVPD.

The total energy is -796.73202 hartree. The calculation puts the HOMO energy at -0.499 Eh. Its total charge is +1. The value obtained for the HOMO-LUMO gap is 8.622 eV. For the LUMO energy, the calculation gives -4.96 eV. As for the relative energy (zero: lowest compared OMol25 entry of this formula, charge and spin): 89.1 kcal per mole.

Geometry as XYZ:
```
14
Properties=species:S:1:pos:R:3:forces:R:3
C -0.956954 -1.444933 0.862609 0.3 -0.3 0.7
C 0.803550 1.244510 -1.912796 -0.1 2.0 -3.0
C -0.149128 0.103046 2.547579 0.9 3.3 -1.7
N -0.579644 -1.249515 -0.371871 -1.3 -2.4 0.6
N -0.423413 -0.976122 1.993198 0.9 -0.5 0.9
N 0.347284 1.830868 -2.868465 -0.2 -0.5 0.4
N 1.175753 0.440062 -1.119198 3.0 -3.0 2.5
Cl -0.128719 3.406872 -3.006907 0.0 0.7 0.0
H -1.632202 -2.161296 1.301514 -1.1 -0.7 -1.7
H 0.311791 0.372881 3.532527 -0.4 -1.3 -0.8
H -0.187076 0.987126 1.831408 -0.7 -0.3 1.3
H -0.702695 -1.982721 -1.103249 -0.5 0.9 1.0
H 0.020741 -0.463020 -0.626679 0.9 0.4 0.1
H 2.100713 -0.107758 -1.059671 -1.7 1.9 -0.4
```
Forces are in eV/Å.

---

Entry 3:
C22H32AgN5O6PSe2Te as an isolated structure. Source: OMol25; level of theory: ωB97M-V/def2-TZVPD.

The total energy is -7142.11803 hartree. The calculation puts the HOMO energy at -0.149 Eh. Its total charge is -1. The value obtained for the HOMO-LUMO gap is 6.154 eV. For the LUMO energy, the calculation gives 2.10 eV.

Geometry as XYZ:
```
70
Properties=species:S:1:pos:R:3:forces:R:3
Ag 0.162396 -0.251905 0.673938 0.3 0.0 0.2
N 0.830375 0.215413 2.998566 -0.1 0.1 0.0
C 1.257521 -0.905715 3.832729 0.0 0.0 -0.1
C 2.007960 -1.972025 3.020535 0.0 0.0 0.0
C 1.069906 -2.954309 2.313974 -0.1 -0.1 0.2
O 1.152184 -4.164540 2.598617 0.0 0.1 -0.1
O 0.225002 -2.457981 1.509299 -0.1 -0.1 -0.2
H 1.595695 0.836878 2.728890 -0.1 -0.1 0.0
H 0.122826 0.786843 3.443146 0.0 -0.1 0.0
H 0.369148 -1.357693 4.280837 0.0 0.0 0.0
H 1.899132 -0.579261 4.662150 0.0 0.0 0.0
H 2.661940 -2.550605 3.673266 0.0 0.0 0.0
H 2.623576 -1.470455 2.265865 0.0 0.0 0.0
Se 0.026300 0.480545 -3.539034 -0.1 0.2 -0.1
Se 2.423727 0.550923 -0.482681 0.0 0.0 -0.2
C 3.135181 2.010590 0.477933 0.1 0.1 0.1
C 4.124964 2.812081 -0.132776 -0.1 0.0 0.1
C 4.646990 3.890136 0.544026 0.0 0.0 -0.1
C 4.192905 4.176008 1.828992 0.0 0.0 0.1
C 3.240119 3.332218 2.366657 0.0 -0.1 -0.1
N 2.727242 2.279798 1.727177 0.0 0.0 0.0
C 0.842267 -1.116180 -2.841425 0.1 0.0 0.0
C 2.083368 -1.473348 -3.358121 0.0 0.0 0.0
C 2.669090 -2.623592 -2.865040 0.0 0.0 0.0
C 2.009181 -3.351692 -1.884350 0.0 0.0 0.0
C 0.777013 -2.905746 -1.442668 0.0 0.1 -0.1
N 0.197149 -1.800614 -1.930170 -0.1 -0.3 0.2
H 4.453874 2.562255 -1.132285 0.0 0.0 0.0
H 5.404420 4.511364 0.078468 0.0 0.0 0.0
H 4.571754 5.015335 2.396926 0.0 0.0 0.0
H 2.862393 3.501255 3.370467 0.0 0.0 0.0
H 2.583405 -0.845753 -4.083417 0.0 0.0 0.0
H 3.644916 -2.932254 -3.218647 0.0 0.0 0.0
H 2.450155 -4.234861 -1.442978 0.0 0.0 0.0
H 0.244792 -3.409038 -0.647839 0.0 0.0 0.0
C 1.813660 3.767448 -2.577568 0.0 0.0 0.0
C 0.330797 3.909777 -2.337029 0.1 -0.1 -0.1
O 0.064141 3.532209 -0.976900 0.0 0.0 0.0
P -1.139066 2.695622 -0.396453 0.0 -0.1 -0.1
O -0.933980 2.252817 0.980949 -0.1 0.1 0.1
Te -1.840287 0.856998 -1.927263 0.1 0.0 0.0
O -2.451765 3.622539 -0.485974 0.1 0.0 0.0
C -2.804570 4.342470 -1.672612 -0.1 0.0 0.1
C -4.306702 4.506248 -1.692521 0.0 0.0 0.0
H 2.043659 4.025467 -3.613807 0.0 0.0 0.0
H 2.112870 2.735539 -2.383339 0.0 0.0 0.0
H 2.370880 4.426068 -1.911504 0.0 0.0 0.0
H -0.231612 3.265873 -3.016740 0.0 0.0 0.0
H -0.005733 4.939760 -2.469469 0.0 0.0 0.0
H -2.480216 3.790351 -2.557811 0.0 0.0 0.0
H -2.301618 5.311806 -1.654132 0.0 0.0 0.0
H -4.787249 3.528988 -1.741632 0.0 0.0 0.0
H -4.607384 5.089539 -2.564226 0.0 0.0 0.0
H -4.644360 5.016580 -0.790670 0.0 0.0 0.0
N -2.486230 -1.116615 0.957044 0.0 0.0 -0.1
C -2.397207 -2.220883 0.622930 -0.1 0.0 0.2
N -2.391576 -3.484175 0.185078 -0.1 0.2 -0.3
C -1.939999 -4.546703 1.089147 -0.1 0.0 0.2
C -3.073665 -4.957803 2.005460 0.0 0.0 0.0
O -4.231846 -5.353941 1.266991 0.0 0.0 0.0
C -4.686187 -4.303849 0.435138 0.0 0.0 0.0
C -3.606243 -3.870172 -0.544341 0.0 0.0 0.0
H -1.070810 -4.201766 1.642884 0.1 0.0 0.0
H -1.651136 -5.387755 0.457454 0.1 -0.1 0.0
H -3.331036 -4.122698 2.671839 0.0 0.0 0.0
H -2.779331 -5.812818 2.612299 0.0 0.0 0.0
H -4.979857 -3.439681 1.047763 0.0 0.0 0.0
H -5.564610 -4.670942 -0.097492 0.0 0.0 0.0
H -3.950484 -3.030194 -1.147688 0.0 0.0 0.0
H -3.350112 -4.700181 -1.206831 0.0 0.0 0.0
```
Forces are in eV/Å.